1.
C10H13NS in the gas phase. Source: OMol25; level of theory: ωB97M-V/def2-TZVPD.

Last column: natural (NBO) charge in e.
Cartesian coordinates (Å):
1 C -3.25428 -0.46968 0.09481  -0.183
2 C -2.51006 -1.64133 0.10183  -0.261
3 C -2.68382 0.80897 0.05930  -0.279
4 C -1.13805 -1.57964 -0.08617  -0.206
5 C -1.30109 0.85302 -0.06690  0.159
6 C -0.54098 -0.34985 -0.15661  -0.256
7 C 2.12802 -1.62803 1.05157  -0.975
8 C 2.46587 -0.64370 -1.44273  -0.999
9 C 0.90239 2.06138 -0.25043  -0.234
10 C 1.81848 1.14059 0.59217  -0.555
11 N -0.57756 2.01651 0.06216  -0.618
12 S 1.52444 -0.55513 -0.01729  1.321
13 H -4.23686 -0.56523 0.56000  0.214
14 H -3.06465 -2.65996 0.09476  0.220
15 H -3.24499 1.72478 0.05314  0.216
16 H -0.50915 -2.50981 -0.05158  0.229
17 H 2.47829 -2.64919 0.68534  0.256
18 H 1.65084 -1.51947 1.93095  0.207
19 H 2.35259 -1.71116 -1.79658  0.208
20 H 2.10907 -0.10686 -2.29024  0.205
21 H 1.28030 3.09944 -0.03336  0.233
22 H 1.03451 1.70663 -1.34251  0.217
23 H 2.82620 1.25835 0.45280  0.251
24 H 1.63658 0.97653 1.59654  0.228
25 H -1.14604 2.94283 0.19906  0.404

Values from the calculation:
Gap between HOMO and LUMO = 8.1281 eV
LUMO = 0.027 hartree
Charge = 0
HOMO level = -7.40 eV
Structure (SMILES) = C=S1(=C)CCNc2ccccc21
Spin multiplicity = 1

***

2.
2 unconnected molecules or ions with the total composition C10H13O2. Source: OMol25; level of theory: ωB97M-V/def2-TZVPD.

Last column: natural (NBO) charge in e.
Cartesian coordinates (Å):
1 C 1.36731 1.06509 -0.77642  -0.518
2 C 0.98526 2.58134 -0.69230  -0.623
3 C 2.88153 0.89841 -0.40933  0.760
4 O 3.48422 0.01760 -1.09853  -0.813
5 O 3.33104 1.55613 0.54129  -0.789
6 H 0.93928 0.44431 0.00297  0.202
7 H 1.20204 0.78409 -1.81792  0.190
8 H 1.31237 2.95342 0.26699  0.232
9 H -0.04308 2.63998 -1.05909  0.175
10 H 1.48254 3.10717 -1.51750  0.185
11 C -3.11822 -0.61267 -1.55722  -0.630
12 C -0.78824 -1.26481 1.91884  -0.226
13 C -0.47351 -1.96305 0.79270  -0.188
14 C -1.85513 -0.34880 1.96984  -0.210
15 C -1.24090 -1.74503 -0.39112  -0.204
16 C -2.62443 -0.15036 0.85060  -0.214
17 C -2.29019 -0.85744 -0.33893  -0.014
18 H -0.21735 -1.40609 2.82398  0.213
19 H 0.17644 -2.81200 0.64354  0.220
20 H -2.04785 0.40302 2.73438  0.213
21 H -1.02098 -2.26899 -1.31213  0.207
22 H -3.52568 0.45206 0.77643  0.200
23 H -2.95578 -1.45157 -2.24592  0.207
24 H -2.88351 0.33478 -2.06366  0.221
25 H -4.19327 -0.58782 -1.37517  0.203

Values from the calculation:
Gap between HOMO and LUMO = 6.6523 eV
LUMO = 0.114 hartree
Charge = -1
HOMO level = -3.56 eV
Spin multiplicity = 1

***

3.
2 unconnected molecules or ions with the total composition C10H13O2. Source: OMol25; level of theory: ωB97M-V/def2-TZVPD.

Last column: natural (NBO) charge in e.
Cartesian coordinates (Å):
1 C 0.33050 -2.37724 2.13659  -0.520
2 C 0.53309 -1.32398 3.23222  -0.612
3 C 1.65496 -2.91775 1.53418  0.756
4 O 2.71031 -2.67599 2.16535  -0.789
5 O 1.53406 -3.60487 0.49301  -0.800
6 H -0.25209 -3.25270 2.41536  0.197
7 H -0.24156 -1.85166 1.36564  0.185
8 H -0.29507 -1.29989 3.95561  0.169
9 H 0.64231 -0.34539 2.77227  0.188
10 H 1.41782 -1.54246 3.83186  0.228
11 C -2.70999 1.31113 -1.29660  -0.628
12 C 0.90375 0.26065 -1.74659  -0.192
13 C 1.52736 1.49311 -1.92693  -0.222
14 C -0.45857 0.22340 -1.54935  -0.196
15 C -1.23995 1.38034 -1.52501  -0.033
16 C 0.78228 2.65303 -1.85161  -0.213
17 C -0.60581 2.59500 -1.72292  -0.224
18 H 1.47410 -0.64358 -1.74045  0.239
19 H 2.60177 1.54663 -2.05609  0.210
20 H -0.96823 -0.69821 -1.27751  0.218
21 H 1.25570 3.62752 -1.86661  0.201
22 H -3.22951 2.25658 -1.47924  0.205
23 H -2.96228 1.13638 -0.24975  0.221
24 H -1.17723 3.51580 -1.76251  0.196
25 H -3.22771 0.53417 -1.85093  0.216

Values from the calculation:
Gap between HOMO and LUMO = 6.8073 eV
LUMO = 0.109 hartree
Charge = -1
HOMO level = -3.83 eV
Spin multiplicity = 1

***

4.
A gas-phase ion, C10H13O2S (charge +1). Source: OMol25; level of theory: ωB97M-V/def2-TZVPD.

Last column: natural (NBO) charge in e.
Cartesian coordinates (Å):
1 C -1.24518 2.67199 -0.12474  -0.076
2 C 0.07113 2.79466 -0.01070  -0.346
3 C -2.10970 1.51149 -0.18195  -0.204
4 C 1.05281 1.80629 0.21151  0.244
5 C -1.84064 0.43276 0.56074  -0.215
6 C 1.98456 1.04103 0.25826  -0.454
7 C -2.23619 -0.91672 0.42305  0.530
8 C -3.64004 -1.34861 -0.04991  -0.712
9 C 2.39666 -1.61998 1.20780  -0.854
10 C 2.47847 -0.84173 -1.48193  -0.859
11 O -1.34162 -1.73718 0.42038  -0.539
12 O 4.36031 -0.11057 0.33984  -0.829
13 S 2.97112 -0.31988 0.13143  1.904
14 H -1.80588 3.68635 -0.42350  0.246
15 H 0.43701 3.81829 0.03038  0.274
16 H -2.90837 1.50022 -0.81695  0.229
17 H -0.87375 0.49151 1.24580  0.217
18 H -4.09673 -0.38729 -0.23102  0.208
19 H -4.26313 -1.92126 0.62665  0.264
20 H -3.63903 -1.99922 -1.03551  0.258
21 H 2.80408 -2.58784 1.00017  0.287
22 H 1.37902 -1.62859 1.01712  0.264
23 H 2.50516 -1.49224 2.37776  0.308
24 H 2.72524 0.01531 -2.18489  0.291
25 H 1.53715 -1.40844 -1.68465  0.307
26 H 3.29753 -1.45035 -1.62514  0.256

Values from the calculation:
Gap between HOMO and LUMO = 8.5120 eV
LUMO = -0.162 hartree
Charge = +1
HOMO level = -12.91 eV
Spin multiplicity = 1

***

5.
C10H13P in the gas phase. Source: OMol25; level of theory: ωB97M-V/def2-TZVPD.

Last column: natural (NBO) charge in e.
Cartesian coordinates (Å):
1 C 1.83357 -0.04043 0.95816  -0.206
2 C 2.08937 0.81850 -0.00948  -0.183
3 C -0.54237 0.84655 -1.48004  -0.469
4 C -0.98188 -0.38177 -1.10345  -0.038
5 C -1.09312 -0.60889 0.29500  0.004
6 C -1.63072 -1.70433 0.88904  -0.408
7 C 0.71832 0.19952 1.91394  -0.452
8 C 1.43683 2.22490 -0.16600  -0.792
9 C -0.54208 0.65986 1.18479  -0.473
10 C -1.36833 -1.49211 -2.01458  -0.618
11 P -0.36984 2.02389 -0.12584  0.794
12 H 2.41245 -0.98081 0.88588  0.215
13 H 2.66641 0.34200 -0.87211  0.210
14 H -0.47820 1.21964 -2.46346  0.218
15 H -1.77290 -1.80034 1.90038  0.192
16 H -2.00682 -2.64469 0.33559  0.202
17 H 0.40747 -0.65963 2.63273  0.220
18 H 1.03326 0.90643 2.60997  0.218
19 H 1.76316 2.97853 0.69076  0.242
20 H 1.96038 2.55668 -1.07491  0.255
21 H -1.30432 0.94386 1.80249  0.224
22 H -0.54314 -2.41536 -1.94434  0.213
23 H -1.36530 -1.18346 -3.03013  0.216
24 H -2.32221 -1.80855 -1.81440  0.216

Values from the calculation:
Gap between HOMO and LUMO = 8.6061 eV
LUMO = 0.025 hartree
Charge = 0
HOMO level = -7.91 eV
Structure (SMILES) = C=C1C(C)=CP2CC=CC[C@H]12
Spin multiplicity = 1

***

6.
2 unconnected molecules or ions with the total composition C10H13P. Source: OMol25; level of theory: ωB97M-V/def2-TZVPD.

Last column: natural (NBO) charge in e.
Cartesian coordinates (Å):
1 C -2.06614 -0.30442 2.76557  -0.203
2 C -2.88890 0.30647 1.84128  -0.245
3 C -0.73858 -0.43788 2.48092  -0.245
4 C -2.44129 0.55466 0.51941  -0.200
5 C -0.20409 -0.04949 1.23147  0.002
6 C -1.11359 0.41331 0.25377  -0.095
7 C 1.20715 -0.13731 0.76718  -0.909
8 C -0.56836 0.54396 -1.13563  -0.709
9 C 1.68729 -1.61459 -1.88234  -0.940
10 C 2.30858 1.29301 -1.49463  -0.960
11 P 1.20719 -0.08648 -0.89193  1.519
12 H -2.37889 -0.57781 3.77421  0.213
13 H -4.03334 0.45996 2.07741  0.206
14 H -0.07773 -0.66767 3.20088  0.201
15 H -2.96475 1.17616 -0.16750  0.204
16 H 2.02772 -1.25115 1.31284  0.198
17 H -1.21011 -0.05041 -1.81609  0.250
18 H -0.60315 1.53687 -1.64600  0.244
19 H 2.26470 -1.23546 -2.64114  0.224
20 H 2.26985 -2.42804 -1.39670  0.261
21 H 0.78345 -2.04994 -2.33243  0.246
22 H 2.35423 2.00483 -0.67190  0.263
23 H 3.35698 0.85911 -1.73463  0.241
24 H 1.82177 1.74231 -2.41404  0.233

Values from the calculation:
Gap between HOMO and LUMO = 7.2125 eV
LUMO = 0.023 hartree
Charge = 0
HOMO level = -6.59 eV
Spin multiplicity = 1

***

7.
A molecular structure, C10H14B8Ca2F32O9. Source: OMol25; level of theory: ωB97M-V/def2-TZVPD.

Last column: Löwdin charge in e.
Cartesian coordinates (Å):
1 Ca -1.59559 -3.31570 0.59108  1.751
2 Ca 5.03613 0.33267 1.25099  1.773
3 B 0.61644 -0.58270 -0.02482  -1.368
4 F -0.49318 -0.46420 0.80332  0.110
5 F 0.81139 -1.90947 -0.37740  0.111
6 F 0.36157 0.13286 -1.19714  0.096
7 F 1.73056 -0.18377 0.64503  0.141
8 B 4.59569 1.98139 4.62717  -1.328
9 F 4.35394 3.28014 5.03317  0.110
10 F 4.59938 1.03486 5.66149  0.130
11 F 3.60911 1.72585 3.65379  0.062
12 F 5.78310 1.88145 3.94986  0.094
13 B -4.75740 -3.22055 2.80321  -1.538
14 F -4.26559 -2.13734 2.17697  0.142
15 F -6.01063 -3.34305 2.27102  0.116
16 F -3.95415 -4.27508 2.53042  0.145
17 F -4.87475 -3.02927 4.11565  0.191
18 B 4.53764 -3.33772 4.51736  -1.350
19 F 5.63937 -4.09513 4.29396  0.130
20 F 4.41237 -2.21781 3.58474  0.015
21 F 3.57949 -4.25164 4.19049  0.123
22 F 4.26510 -3.08624 5.82550  0.137
23 B -0.78170 -1.88926 5.17702  -1.529
24 F -0.79794 -2.57893 4.01102  0.138
25 F 0.49589 -1.57262 5.53469  0.138
26 F -1.55685 -0.78809 4.96801  0.116
27 F -1.28316 -2.58250 6.18661  0.173
28 B -1.92308 -6.35991 -2.20411  -1.505
29 F -2.30368 -6.44947 -0.92586  0.160
30 F -1.01264 -5.32892 -2.20655  0.107
31 F -1.41796 -7.55203 -2.63784  0.142
32 F -2.92595 -5.92363 -2.99159  0.135
33 B 6.41015 -3.04747 -0.00132  -1.406
34 F 5.13454 -2.53484 -0.19450  0.103
35 F 6.39599 -4.36836 0.37999  0.158
36 F 7.08154 -2.95442 -1.15004  0.153
37 F 7.07219 -2.23032 0.93655  0.062
38 B 1.60819 -6.64203 0.93587  -1.533
39 F 2.79283 -6.22887 0.35932  0.110
40 F 1.98326 -7.16029 2.10840  0.163
41 F 0.71953 -5.63331 1.03189  0.146
42 F 1.09899 -7.62678 0.19470  0.161
43 C -1.01948 4.13982 3.38892  -0.111
44 C 0.18993 4.20871 2.50564  -0.095
45 O -0.17194 5.24955 1.61043  0.060
46 C -1.47554 5.28322 1.54003  -0.594
47 O -2.10946 5.93978 0.71644  0.083
48 O -2.02704 4.56794 2.52937  0.074
49 H -0.91138 4.88352 4.17842  0.140
50 H -1.22375 3.09208 3.60942  0.160
51 H 0.40722 3.41510 1.79076  0.145
52 H 1.10537 4.54860 2.98993  0.139
53 C -5.25778 1.52779 -3.90949  -0.086
54 C -4.58608 0.51614 -4.90965  -0.149
55 O -3.67911 -0.14585 -4.09756  0.080
56 C -4.15162 -0.27316 -2.88214  -0.502
57 O -3.74239 -1.08070 -2.02976  0.140
58 O -5.10519 0.71669 -2.71876  0.035
59 H -6.29460 1.64846 -4.22339  0.122
60 H -4.63736 2.42341 -3.87725  0.121
61 H -4.15918 1.05306 -5.75675  0.123
62 H -5.31080 -0.16816 -5.35078  0.127
63 C -1.49727 5.73714 -4.89765  -0.022
64 C -0.01840 5.48660 -4.57452  -0.382
65 C 0.36200 4.06630 -4.63963  -0.095
66 O 1.29953 4.11127 -5.70776  0.074
67 C 1.45186 5.36985 -6.21473  -0.492
68 O 2.24103 5.62415 -7.09503  0.133
69 O 0.68785 6.25747 -5.48529  0.091
70 H -1.71152 6.77220 -5.16382  0.082
71 H -2.02473 5.40522 -4.00338  0.089
72 H -1.90397 5.17823 -5.74046  0.083
73 H 0.13397 5.70467 -3.51748  0.156
74 H -0.54580 3.47554 -4.76212  0.140
75 H 0.91577 3.79811 -3.73990  0.145

Values from the calculation:
Gap between HOMO and LUMO = 4.3107 eV
LUMO = 0.125 hartree
Charge = -4
HOMO level = -0.91 eV
Spin multiplicity = 1

***

8.
A molecular structure, C10H14BBrFeN6. Source: OMol25; level of theory: ωB97M-V/def2-TZVPD.

Last column: Mulliken spin population.
Cartesian coordinates (Å):
1 C -0.22178 3.12269 -0.86846  -0.006
2 N -0.15181 1.88782 -1.40925  -0.005
3 N 0.14040 2.05312 -2.77706  0.011
4 C 0.04270 3.36164 -3.06601  0.039
5 C -0.18118 4.07373 -1.88876  0.027
6 B 0.34686 0.76108 -3.62208  -0.035
7 N 1.35374 -0.16799 -2.85363  0.088
8 N 1.17926 -0.45624 -1.49784  0.304
9 C 2.21455 -1.25201 -1.13077  0.104
10 C 2.99478 -1.54830 -2.25760  0.308
11 C 2.40489 -0.85848 -3.32246  0.191
12 Fe -0.65984 0.31508 -0.62808  3.010
13 N -0.99079 -0.01786 -3.48132  0.036
14 N -1.45222 -0.37741 -2.20483  0.008
15 C -2.54838 -1.17107 -2.38534  -0.005
16 C -2.83088 -1.24375 -3.76121  0.046
17 C -1.82297 -0.51202 -4.40535  0.025
18 H -2.98624 -1.63641 -1.50698  0.001
19 H -1.58874 -0.31059 -5.44695  0.002
20 H -3.63639 -1.77160 -4.25593  0.000
21 H 0.69156 0.98713 -4.70239  -0.001
22 H 2.60531 -0.82555 -4.37669  -0.002
23 H 0.08060 3.69442 -4.10485  0.002
24 H 3.85591 -2.16417 -2.31381  -0.007
25 H -0.32186 5.14038 -1.79119  -0.001
26 H 2.33446 -1.52391 -0.09647  0.003
27 H -0.25578 3.21356 0.20428  -0.002
28 H -0.66422 -2.29408 0.13896  0.003
29 C -0.15394 -2.56168 1.07584  0.009
30 H 0.56585 -3.35146 0.85882  0.001
31 H 0.40198 -1.66612 1.34447  -0.002
32 H -0.89256 -2.77218 1.84509  -0.001
33 Br -1.59665 0.72284 1.43446  -0.151

Values from the calculation:
Gap between HOMO and LUMO (spin up / spin down) = 6.2340 / 4.5973 eV
LUMO (spin up / spin down) = -0.375 / -0.434 hartree
Charge = +2
HOMO level (spin up / spin down) = -16.44 / -16.40 eV
Spin multiplicity = 5